Entry from the OMol25 dataset: a structure of composition C37H70AlN8 in a non-equilibrium geometry (ωB97M-V with the def2-TZVPD basis set).

- Charge: -1
- HOMO-LUMO gap: 5.7 eV

The geometry in XYZ format:
```
116
Properties=species:S:1:pos:R:3:forces:R:3:lowdin_charge:R:1
C 1.075489 -2.729231 4.052277 0.3404 0.5406 0.3031 -0.091
C 2.415138 -1.959367 4.098598 -0.1941 -0.7390 0.2494 -0.262
C 3.347415 -2.321768 2.946569 -0.4791 0.8647 -0.4546 -0.214
C 2.970099 -1.564935 1.642106 0.2249 -0.4727 1.0621 -0.200
C 4.203804 -1.136545 0.860839 -0.7129 -0.5737 -0.7414 -0.205
C 3.933612 -0.210241 -0.330322 1.0847 0.5661 -0.0921 -0.202
C 3.839641 1.273099 0.032190 -0.7545 0.0110 0.5979 -0.191
C 2.487317 1.623404 0.733513 0.8141 -0.0228 -0.8397 -0.202
C 1.842607 2.880109 0.157320 -0.0397 0.1430 0.3164 -0.187
C 0.790446 3.639453 1.017602 0.1939 -0.2011 -0.0272 -0.170
C 0.433341 3.116147 2.418748 -0.8371 0.1357 0.4795 -0.202
C -1.070666 2.765331 2.634279 0.7618 0.3983 -0.7065 -0.197
C -1.691058 1.882473 1.553417 0.2042 -0.3141 0.8350 -0.210
C -0.953659 0.562424 1.280192 -0.6340 0.1080 -0.5722 -0.203
C -0.945529 0.309927 -0.229856 0.4705 -0.7898 0.5735 -0.203
C -0.321085 -1.040945 -0.642608 -0.3551 0.2571 -1.0659 -0.197
C -1.320111 -2.054493 -1.251138 0.6403 -0.4856 0.6747 -0.192
C -1.736484 -3.208138 -0.300094 -1.0485 0.7635 -0.2341 -0.199
C -3.281077 -3.397513 -0.224516 0.4600 -1.2691 0.6524 -0.309
C -3.898878 -3.105490 1.166582 -0.1010 0.9517 -0.8815 -0.305
Al -4.610297 -1.214386 1.437204 -0.1133 -0.2741 0.4033 0.220
C -6.542573 -1.269647 2.106511 0.5983 0.0695 0.0346 -0.264
H 0.271226 -2.110800 3.668692 -0.1339 -0.0813 -0.3625 0.066
H 1.181547 -3.637387 3.467714 -0.1783 -0.1320 -0.1147 0.067
H 0.782580 -2.998359 5.063115 -0.1128 -0.1578 0.0944 0.062
H 2.207861 -0.891272 4.128056 0.1834 0.1633 0.0068 0.098
H 2.909604 -2.227630 5.032366 0.1019 0.1117 0.1215 0.093
H 4.371949 -2.041977 3.180034 0.2079 -0.1994 0.2474 0.095
H 3.269701 -3.394717 2.792931 0.3670 -0.2067 -0.0255 0.102
H 2.345447 -2.231160 1.058183 -0.1953 0.1350 -0.4269 0.109
H 2.354918 -0.727508 1.956251 -0.0434 0.2534 -0.2284 0.084
H 4.621142 -2.056479 0.442053 0.2003 -0.1325 0.0759 0.100
H 4.973284 -0.744223 1.524847 0.0011 0.3348 0.0567 0.107
H 4.785718 -0.319680 -1.012955 -0.1453 0.0073 -0.0525 0.068
H 3.049928 -0.494347 -0.897600 -0.1899 -0.2371 0.0672 0.111
H 4.634895 1.518024 0.738819 0.2700 0.0349 -0.0798 0.098
H 3.979548 1.924355 -0.830296 0.0005 -0.1551 -0.2819 0.096
H 2.712511 1.696910 1.789635 -0.3628 0.0551 0.2967 0.103
H 1.832828 0.783364 0.543892 -0.3480 -0.1218 0.3279 0.075
H 2.641572 3.572785 -0.114101 0.0917 0.0698 0.1067 0.065
H 1.381047 2.600120 -0.787598 -0.0353 -0.0633 -0.1813 0.103
H 1.136695 4.668123 1.124256 0.0934 0.1143 0.0455 0.078
H -0.126180 3.723354 0.441540 -0.1680 -0.0564 -0.0963 0.096
H 0.615074 3.923650 3.127582 0.2545 0.0007 0.1648 0.090
H 1.010455 2.269945 2.780443 0.3296 -0.0562 -0.3565 0.079
H -1.139491 2.284013 3.608480 -0.1883 -0.0289 0.1096 0.109
H -1.590946 3.725649 2.680494 -0.2609 -0.1746 0.1154 0.077
H -2.682439 1.607249 1.904736 -0.3036 0.0934 -0.1947 0.076
H -1.811585 2.425240 0.618491 -0.0097 0.1881 -0.0774 0.097
H 0.038840 0.509689 1.724877 0.1833 0.1096 -0.0329 0.084
H -1.549965 -0.243879 1.703949 0.0587 -0.1507 0.3081 0.071
H -0.417685 1.107384 -0.752198 -0.0675 0.2821 -0.0160 0.089
H -1.989551 0.312749 -0.526833 -0.1714 0.1941 -0.2481 0.084
H 0.236339 -1.501559 0.166719 0.1087 -0.0393 0.2338 0.082
H 0.385202 -0.818933 -1.447093 0.3378 -0.0206 0.1278 0.088
H -0.857309 -2.522052 -2.120389 0.0466 0.0795 -0.1919 0.092
H -2.190137 -1.521168 -1.619223 -0.2197 0.0636 0.0603 0.092
H -1.388275 -3.040112 0.718249 0.1812 0.2228 0.0595 0.086
H -1.274868 -4.136516 -0.627011 0.1223 -0.1151 -0.0903 0.089
H -3.452905 -4.463405 -0.416153 -0.1067 -0.0371 -0.2510 0.079
H -3.784186 -2.875662 -1.035127 -0.0092 0.2790 -0.0554 0.073
H -3.150969 -3.284917 1.939736 -0.0579 -0.3402 0.1515 0.022
H -4.751803 -3.774979 1.276272 -0.0217 -0.1483 0.3575 0.017
H -3.742090 -0.515932 2.629555 0.0995 0.1509 0.1885 -0.090
H -4.410263 -0.290487 0.120243 -0.0371 0.0824 -0.3072 -0.098
H -6.566106 -1.970641 2.945330 -0.1076 -0.2099 -0.0321 -0.026
H -7.265378 -1.583544 1.350887 -0.1634 0.0459 0.0200 -0.061
H -6.807156 -0.300070 2.534563 -0.2155 0.1479 -0.1753 -0.040
C -0.251504 7.778153 1.246213 -0.0672 -0.0528 0.1200 -0.070
C -0.946473 6.998818 2.269213 0.4158 0.3867 -0.6381 -0.275
N -1.485605 6.367745 3.052930 -0.3499 -0.3251 0.5790 0.146
H 0.543457 7.179460 0.807478 -0.0082 0.0044 -0.0496 0.052
H -0.948141 8.067160 0.462696 0.0243 -0.0102 -0.0389 0.083
H 0.178633 8.673806 1.689694 0.0067 0.0100 -0.0075 0.080
C -9.395749 -2.911995 -0.431864 0.1602 -0.0913 0.1245 -0.087
C -8.213284 -3.758533 -0.312124 -0.7036 0.4732 0.0540 -0.287
N -7.291450 -4.421789 -0.202332 0.6274 -0.5855 -0.0475 0.154
H -9.224986 -2.144096 -1.179935 0.0517 -0.1559 0.1066 0.019
H -10.256099 -3.511349 -0.726253 0.0024 -0.0024 -0.0325 0.080
H -9.601001 -2.437181 0.527106 0.0543 0.0008 0.0229 0.079
C 7.047206 -2.412935 -2.302816 -0.1784 0.1709 -0.0610 -0.065
C 6.686649 -1.095412 -2.823965 0.1943 -0.7843 0.2967 -0.288
N 6.404037 -0.064926 -3.228135 -0.0843 0.6955 -0.2585 0.138
H 6.248464 -2.786950 -1.664366 -0.0111 0.0251 0.0175 0.080
H 7.203141 -3.107278 -3.124723 -0.0461 0.0218 0.0693 0.037
H 7.963887 -2.340646 -1.720126 0.0037 -0.0155 0.0133 0.080
C 8.112088 1.863277 -0.742283 0.1377 -0.0327 0.1198 -0.069
C 9.338347 1.587056 0.006571 -0.7324 0.1920 -0.4204 -0.289
N 10.295277 1.371132 0.591244 0.6280 -0.1629 0.3483 0.115
H 7.629183 0.929661 -1.020209 -0.0551 0.0290 -0.0485 0.047
H 7.428072 2.448527 -0.131075 -0.0141 -0.0111 0.0116 0.079
H 8.349344 2.419926 -1.646065 -0.0226 -0.0212 -0.0313 0.083
C -11.077688 0.906848 -1.045213 0.0796 -0.0648 -0.0720 -0.049
C -10.503548 -0.074423 -1.962496 -0.3535 0.6388 0.4348 -0.245
N -10.052243 -0.849079 -2.669174 0.0927 -0.2251 -0.5949 0.156
H -11.589728 0.395115 -0.232974 0.0097 -0.0030 0.0153 0.084
H -10.285864 1.528633 -0.632695 0.0167 -0.0107 0.0147 0.090
H -11.788063 1.535622 -1.577676 -0.0062 0.0060 -0.0033 0.081
C -8.404506 -3.087192 -4.503790 0.2164 -0.0543 -0.1268 -0.083
C -7.433553 -3.190786 -5.593756 -0.5739 0.0190 0.6339 -0.288
N -6.683681 -3.271051 -6.451323 0.4518 -0.0505 -0.5714 0.113
H -8.084720 -3.705101 -3.665868 0.0251 0.0141 0.0135 0.076
H -8.484813 -2.056040 -4.173719 -0.0333 0.0041 0.0321 0.041
H -9.379490 -3.426855 -4.847213 -0.0177 0.0199 0.0035 0.078
C 3.167216 5.839429 -1.741896 -0.0922 0.1294 -0.0498 -0.069
C 2.159964 6.880140 -1.944771 0.5838 -0.6204 0.0998 -0.280
N 1.372764 7.691200 -2.106812 -0.5061 0.5465 -0.0431 0.129
H 2.838070 4.913384 -2.208495 -0.0034 -0.0191 0.0266 0.083
H 4.110919 6.149685 -2.185857 0.0072 0.0050 -0.0070 0.081
H 3.310573 5.668789 -0.676811 -0.0051 -0.0155 -0.0061 0.072
C 10.963047 -3.295397 -3.821289 -0.1326 -0.0714 -0.0006 -0.059
C 9.714763 -4.057100 -3.824702 0.7772 0.3749 -0.0364 -0.270
N 8.738347 -4.648832 -3.825229 -0.5071 -0.4230 -0.0496 0.141
H 11.808239 -3.975759 -3.744201 0.0113 -0.0001 0.0062 0.082
H 11.046581 -2.723267 -4.742696 0.0031 0.0099 -0.0044 0.084
H 10.975810 -2.612420 -2.974079 0.0129 0.0095 0.0035 0.082
```
Positions in Å, forces in eV/Å.